Density functional theory data (ωB97M-V with the def2-TZVPD basis set) for a cluster of 3 separate species, C19H27F16N4O4Si in total at a distorted geometry.

Structure (XYZ):
```
71
Properties=species:S:1:pos:R:3:mulliken_charge:R:1
C 2.918 -2.801 2.599 -1.1201
Si 2.128 -1.806 1.238 0.3591
C 3.389 -0.679 0.473 -1.0717
C 1.432 -2.987 -0.024 -0.9551
O 0.911 -0.824 1.857 -0.0773
C -0.262 -1.394 2.411 -0.3615
C -1.233 -0.278 2.835 -0.5232
C -2.668 -0.389 2.335 -0.0274
C -2.867 -0.265 0.811 -0.5212
N -3.712 -1.433 0.417 -0.1590
C -3.914 -2.157 1.535 0.0640
N -4.641 -3.264 1.540 0.0010
O -5.179 -3.680 0.330 -0.2654
C -6.491 -3.747 0.390 0.4758
N -7.626 -3.811 0.446 -0.2826
N -3.321 -1.714 2.659 -0.3718
H 2.219 -3.446 3.136 0.3318
H 3.681 -3.440 2.140 0.3664
H 3.428 -2.150 3.315 0.3075
H 2.951 0.108 -0.145 0.2962
H 4.048 -1.284 -0.158 0.4585
H 4.013 -0.223 1.248 0.2794
H 0.951 -2.467 -0.850 0.1024
H 0.714 -3.681 0.425 0.3298
H 2.261 -3.579 -0.423 0.4520
H -0.740 -2.081 1.691 0.1240
H 0.003 -1.996 3.288 0.2898
H -0.827 0.672 2.481 -0.2913
H -1.269 -0.204 3.925 0.4909
H -3.265 0.373 2.836 0.5272
H -1.957 -0.234 0.213 0.2734
H -3.429 0.643 0.596 0.3130
H -3.293 -2.015 -0.304 0.4360
H -4.766 -3.887 2.327 0.2456
H -3.965 -1.640 3.441 0.3895
C 3.472 3.167 2.029 -0.9359
C 2.028 3.162 2.540 0.9123
C 0.927 2.934 1.505 0.3251
F 0.885 3.938 0.613 -0.2393
F -0.261 2.901 2.167 -0.2935
F 1.762 4.268 3.252 -0.2816
F 1.929 2.077 3.372 -0.2748
O 4.037 4.438 1.822 -0.4261
C 3.975 5.059 0.611 0.8295
C 3.296 6.433 0.728 0.1575
F 2.041 6.279 1.199 -0.2205
F 3.232 6.988 -0.499 -0.2529
F 3.371 4.298 -0.320 -0.2771
F 5.241 5.289 0.192 -0.3042
H 4.052 2.728 2.840 0.4479
H 3.575 2.522 1.156 0.4977
H 1.072 1.980 0.990 0.0979
H 3.867 7.076 1.400 0.2632
C -1.346 -0.421 -5.619 -0.7331
C -0.537 0.676 -4.918 0.8771
C 0.879 0.318 -4.447 0.0684
F 0.824 -0.668 -3.517 -0.1877
F 1.432 1.405 -3.877 -0.2632
F -1.241 1.187 -3.886 -0.2470
F -0.358 1.657 -5.846 -0.3231
O -2.286 -1.087 -4.793 -0.3616
C -1.976 -2.205 -4.102 0.5970
C -2.206 -1.977 -2.600 0.3221
F -1.440 -0.967 -2.136 -0.1566
F -1.898 -3.092 -1.889 -0.2889
F -0.727 -2.643 -4.326 -0.2538
F -2.832 -3.192 -4.454 -0.3014
H -1.950 0.100 -6.359 0.3926
H -0.696 -1.118 -6.145 0.3433
H 1.498 -0.009 -5.286 0.2750
H -3.260 -1.740 -2.430 0.3301
```

Its frontier orbital gap is 9.37 eV. For the HOMO energy, the calculation gives -0.4643 Eh. The calculation puts the maximum force at 0.029 hartree/bohr. The net charge is +1. As for the spin multiplicity: 1. The calculation puts the LUMO energy at -0.11992 Eh.



Density functional theory data (ωB97M-V with the def2-TZVPD basis set) for a structure of composition C19H27MgN5OP2 at a distorted geometry.

Structure (XYZ):
```
55
Properties=species:S:1:pos:R:3:mulliken_spin:R:1
Mg -0.344 0.099 -1.053 -0.0239
P -2.449 -1.379 -0.329 -0.0002
P -0.361 2.745 -0.807 -0.0064
N 0.275 -1.823 -1.953 0.0073
N 1.475 0.556 -2.040 0.4803
H 1.893 -2.614 -3.125 -0.0008
H 3.298 -0.478 -2.475 0.0247
H 2.323 -2.256 -1.430 0.0035
C 1.709 -1.910 -2.288 0.0173
H 2.138 -0.468 -3.820 0.0313
C 2.221 -0.533 -2.713 -0.0783
H 0.162 -3.869 -1.533 0.0000
H 2.768 2.015 -2.793 0.0095
C -0.340 -2.888 -1.458 -0.0019
C 1.850 1.801 -2.222 -0.0731
C -1.601 -2.867 -0.862 0.0050
C 1.147 2.922 -1.752 0.5417
H -2.030 -3.844 -0.642 -0.0002
H 1.562 3.897 -2.005 0.0091
H -1.143 3.641 -1.600 0.0281
H 0.010 3.657 0.230 0.0232
H -3.610 -1.583 -1.133 0.0003
H -2.931 -1.912 0.908 0.0002
H 0.172 1.013 -4.258 -0.0026
C -0.865 0.653 -4.360 0.0119
C -1.788 1.841 -4.459 0.0006
C -0.943 -0.283 -5.547 -0.0003
O -1.216 -0.035 -3.126 -0.0052
H -1.604 2.379 -5.396 -0.0009
H -2.831 1.497 -4.468 0.0000
H -1.647 2.529 -3.617 0.0029
H -0.212 -1.100 -5.469 0.0003
H -1.954 -0.705 -5.634 0.0002
H -0.732 0.271 -6.471 0.0002
H -0.712 -0.913 -3.082 -0.0039
N -0.798 1.259 9.645 0.0000
C -0.540 1.011 8.530 0.0000
C -0.222 0.704 7.153 0.0000
C -1.018 1.200 6.117 -0.0001
C -0.722 0.914 4.785 0.0000
C 0.360 0.069 4.496 0.0000
C 1.172 -0.434 5.518 0.0000
C 0.885 -0.096 6.842 0.0000
N 0.599 -0.312 3.161 -0.0002
C 1.429 -1.360 2.726 0.0003
C 1.310 -1.404 1.371 -0.0022
N 0.435 -0.402 0.947 0.0007
C 0.023 0.224 2.052 0.0038
H -1.881 1.820 6.367 0.0000
H -1.335 1.318 3.979 -0.0003
H 2.027 -1.074 5.288 0.0000
H 1.522 -0.459 7.652 0.0000
H 1.972 -1.990 3.405 0.0000
H 1.772 -2.088 0.670 -0.0008
H -0.683 1.042 2.078 -0.0010
```

Its frontier orbital gap (alpha / beta) is 7.08 / 4.49 eV. For the HOMO energy (alpha / beta), the calculation gives -0.3601 / -0.3595 Eh. The calculation puts the maximum force at 0.052 hartree/bohr. The net charge is +1. As for the spin multiplicity: 2. The calculation puts the LUMO energy (alpha / beta) at -0.09984 / -0.19469 Eh. The calculation puts the energy relative to the best compared isomer or geometry (same formula, charge and spin) at 0.00 kJ/mol.